1 | Entry from OMol25: a 2-piece molecular cluster, C3H6O overall (ωB97M-V with the def2-TZVPD basis set).

Geometry as ORCA input:
```
! wB97M-V def2-TZVPD RIJCOSX def2/J DEFGRID3
* xyz 0 1
C 2.884 0.026 -0.775
C 2.237 -1.095 -0.374
H 3.042 0.350 -1.830
H 3.409 0.716 -0.221
H 1.766 -1.825 -1.017
H 2.218 -1.504 0.700
O -3.240 0.684 0.567
C -2.049 0.402 0.577
H -1.397 0.646 -0.254
H -1.550 0.147 1.519
*
```

The calculation puts the HOMO-LUMO gap at 10.93 eV. As for the SMILES: C=C.C=O. The LUMO energy is 0.695 eV.

=====

2 | Entry from OMol25: one molecule with the formula C3H6O (ωB97M-V with the def2-TZVPD basis set).

Geometry as ORCA input:
```
! wB97M-V def2-TZVPD RIJCOSX def2/J DEFGRID3
* xyz 0 1
C 0.005 0.958 -0.160
C 0.764 -0.358 -0.119
O -0.108 -1.533 -0.007
C -1.328 -1.520 0.429
H 0.612 1.704 -0.670
H -0.243 1.337 0.835
H 1.316 -0.547 -1.042
H 1.467 -0.424 0.716
H -0.923 0.845 -0.724
H -1.564 -0.463 0.741
*
```

The calculation puts the HOMO-LUMO gap at 9.28 eV. The LUMO energy is 0.883 eV.

=====

3 | Entry from OMol25: a 2-piece molecular cluster, C3H6O overall (ωB97M-V with the def2-TZVPD basis set).

Geometry as ORCA input:
```
! wB97M-V def2-TZVPD RIJCOSX def2/J DEFGRID3
* xyz 0 1
C -1.619 0.706 0.978
C -0.431 0.279 0.385
C 0.734 -0.874 -0.851
O 1.923 -0.631 -0.336
H -2.672 0.585 0.596
H -1.530 1.265 2.030
H 0.436 -0.316 -1.829
H 0.435 0.839 0.697
H 0.275 -1.862 -0.672
H 2.450 0.008 -0.998
*
```

The calculation puts the HOMO-LUMO gap at 9.09 eV. The LUMO energy is 0.571 eV.

=====

Which structure is the least stable? The one labeled 3.

=====

1 | Entry from OMol25: one molecule with the formula C3H6O (ωB97M-V with the def2-TZVPD basis set).

Geometry as ORCA input:
```
! wB97M-V def2-TZVPD RIJCOSX def2/J DEFGRID3
* xyz 0 1
C 0.418 0.384 1.033
C -0.636 0.123 -0.104
C -0.020 -0.721 -1.213
H 0.532 -0.532 1.715
H 1.557 0.566 0.564
H 0.211 1.194 1.748
H -0.957 1.077 -0.588
H -1.581 -0.258 0.223
H -0.730 -0.995 -2.120
O 1.206 -0.837 -1.258
*
```

The calculation puts the HOMO-LUMO gap at 10.90 eV. As for the SMILES: CCC=O. The LUMO energy is 0.949 eV.

=====

2 | Entry from OMol25: one molecule with the formula C3H6O (ωB97M-V with the def2-TZVPD basis set).

Geometry as ORCA input:
```
! wB97M-V def2-TZVPD RIJCOSX def2/J DEFGRID3
* xyz 0 1
O 0.986 1.366 -1.332
C 0.479 1.254 -0.252
C 0.280 0.042 0.590
C -0.525 -0.996 -0.229
H -0.097 2.152 0.067
H -0.158 0.207 1.562
H 1.299 -0.327 0.788
H -1.545 -0.624 -0.356
H -0.598 -1.895 0.379
H -0.120 -1.180 -1.216
*
```

The calculation puts the HOMO-LUMO gap at 10.71 eV. As for the SMILES: CCC=O. The LUMO energy is 1.002 eV.

=====

3 | Entry from OMol25: one molecule with the formula C3H6O (ωB97M-V with the def2-TZVPD basis set).

Geometry as ORCA input:
```
! wB97M-V def2-TZVPD RIJCOSX def2/J DEFGRID3
* xyz 0 1
C -1.703 0.294 0.303
C 0.477 -0.453 0.548
O -0.307 0.540 0.182
C 1.706 -0.258 -0.290
H -2.203 1.256 0.203
H -1.955 -0.339 -0.550
H -1.955 -0.220 1.233
H 1.600 -1.092 -1.004
H 1.689 0.677 -0.862
H 2.650 -0.404 0.236
*
```

The calculation puts the HOMO-LUMO gap at 9.56 eV. The LUMO energy is 1.074 eV.

=====

4 | Entry from OMol25: C3H6O as an isolated structure (ωB97M-V with the def2-TZVPD basis set).

Geometry as ORCA input:
```
! wB97M-V def2-TZVPD RIJCOSX def2/J DEFGRID3
* xyz 0 1
C 0.897 -0.092 0.061
C -0.396 -1.019 -0.067
C -0.370 0.906 -0.036
H 1.378 -0.121 0.980
H 1.726 0.247 -0.790
H -0.369 -1.594 -0.971
H -0.319 -1.584 0.888
H -0.872 1.779 0.849
H -0.355 1.607 -0.932
O -1.321 -0.130 0.018
*
```

The calculation puts the HOMO-LUMO gap at 10.54 eV. The LUMO energy is 1.102 eV.

=====

Which structure is the least stable? The one labeled 4.

=====

1 | Entry from OMol25: a 2-piece molecular cluster, C3H6O overall (ωB97M-V with the def2-TZVPD basis set).

Geometry as ORCA input:
```
! wB97M-V def2-TZVPD RIJCOSX def2/J DEFGRID3
* xyz 0 1
C -1.060 0.014 0.186
C 0.051 -0.904 -0.315
C 2.299 1.666 -0.222
O 1.738 1.902 0.736
H -0.658 0.821 0.808
H -1.786 -0.538 0.793
H -1.604 0.474 -0.647
H 0.615 -1.335 0.520
H -0.354 -1.734 -0.904
H 0.760 -0.365 -0.955
*
```

The calculation puts the HOMO-LUMO gap at 13.19 eV. The LUMO energy is 1.228 eV.

=====

2 | Entry from OMol25: one molecule with the formula C3H6O (ωB97M-V with the def2-TZVPD basis set).

Geometry as ORCA input:
```
! wB97M-V def2-TZVPD RIJCOSX def2/J DEFGRID3
* xyz 0 1
C 0.757 -0.520 0.462
C -0.466 0.395 0.522
O -1.383 0.198 -0.603
C -0.976 0.212 -1.834
H 0.879 -1.073 1.398
H 1.681 0.028 0.266
H -1.078 0.205 1.406
H -0.194 1.455 0.519
H 0.636 -1.255 -0.340
H 0.144 0.355 -1.796
*
```

The calculation puts the HOMO-LUMO gap at 9.27 eV. The LUMO energy is 0.745 eV.

=====

3 | Entry from OMol25: a 2-piece molecular cluster, C3H6O overall (ωB97M-V with the def2-TZVPD basis set).

Geometry as ORCA input:
```
! wB97M-V def2-TZVPD RIJCOSX def2/J DEFGRID3
* xyz 0 1
C 0.749 -0.729 1.316
C -0.315 0.875 -1.617
C -1.332 0.495 -0.880
O -2.255 0.161 -0.248
H -0.214 -0.261 1.531
H 1.557 -0.046 1.584
H 0.837 -1.647 1.897
H 0.688 0.912 -1.216
H 0.815 -0.972 0.253
H -0.530 1.211 -2.620
*
```

The calculation puts the HOMO-LUMO gap at 10.29 eV. As for the SMILES: C=C=O.C. The LUMO energy is 0.919 eV.

=====

Which structure is the least stable? The one labeled 2.

=====

1 | Entry from OMol25: one molecule with the formula C3H2N2 (ωB97M-V with the def2-TZVPD basis set).

Geometry as ORCA input:
```
! wB97M-V def2-TZVPD RIJCOSX def2/J DEFGRID3
* xyz 0 1
C -0.147 -0.566 0.034
C 0.078 0.740 -0.003
C 2.075 -0.964 0.026
N 2.482 0.174 0.058
N 1.390 0.905 -0.106
H -0.578 -1.383 -0.398
H -0.620 1.606 0.209
*
```

The calculation puts the HOMO-LUMO gap (alpha / beta) at 7.43 / 7.42 eV. The LUMO energy (alpha / beta) is -1.563 / -1.506 eV.

=====

2 | Entry from OMol25: C3H2N2 as an isolated structure (ωB97M-V with the def2-TZVPD basis set).

Geometry as ORCA input:
```
! wB97M-V def2-TZVPD RIJCOSX def2/J DEFGRID3
* xyz 0 1
C -1.303 -0.272 -0.412
C -0.394 -1.136 -0.127
C -0.269 0.758 -0.113
N 0.823 -1.500 0.178
N 1.351 -0.438 0.250
H 0.077 1.612 -0.743
H -0.284 0.977 0.968
*
```

The calculation puts the HOMO-LUMO gap at 8.84 eV. The LUMO energy is -0.056 eV.

=====

3 | Entry from OMol25: one molecule with the formula C3H2N2 (ωB97M-V with the def2-TZVPD basis set).

Geometry as ORCA input:
```
! wB97M-V def2-TZVPD RIJCOSX def2/J DEFGRID3
* xyz 0 1
C -0.641 -0.943 0.547
C -0.083 -0.074 -0.546
C 0.311 1.081 0.074
H 1.042 -0.624 -0.784
H -0.668 0.364 -1.385
N -0.581 -1.776 1.338
N 0.621 1.973 0.756
*
```

The calculation puts the HOMO-LUMO gap at 12.08 eV. As for the SMILES: N#CCC#N. The LUMO energy is 0.048 eV.

=====

Which structure is the least stable? The one labeled 1.

=====

1 | Entry from OMol25: a 2-piece molecular cluster, C2H6IOP overall (ωB97M-V with the def2-TZVPD basis set).

Geometry as ORCA input:
```
! wB97M-V def2-TZVPD RIJCOSX def2/J DEFGRID3
* xyz 0 1
C -0.881 -0.400 -0.992
C -0.248 0.196 -0.042
O 1.955 2.308 -0.989
P 2.241 1.560 0.481
I 3.480 -0.501 0.045
H 1.253 1.918 -1.781
H -0.579 -1.305 -1.279
H -1.859 -0.031 -1.309
H 0.512 -0.422 0.538
H -0.492 1.133 0.422
H 3.515 2.304 0.567
*
```

The calculation puts the HOMO-LUMO gap at 9.27 eV. As for the SMILES: C=C.OPI. The LUMO energy is 0.248 eV.

=====

2 | Entry from OMol25: a 2-piece molecular cluster, C2H6IOP overall (ωB97M-V with the def2-TZVPD basis set).

Geometry as ORCA input:
```
! wB97M-V def2-TZVPD RIJCOSX def2/J DEFGRID3
* xyz 0 1
C -1.539 -0.179 -1.762
C -1.841 -0.509 -0.541
O 1.981 0.847 2.322
P 1.707 0.846 0.738
I 3.987 0.128 0.136
H 1.319 0.838 2.996
H -2.131 -0.308 -2.672
H -0.600 0.304 -1.747
H -2.734 -1.084 -0.446
H -1.131 -0.467 0.232
H 0.982 -0.415 0.744
*
```

The calculation puts the HOMO-LUMO gap at 8.98 eV. As for the SMILES: C=C.OPI. The LUMO energy is -0.055 eV.

=====

3 | Entry from OMol25: C2H6IOP as an isolated structure (ωB97M-V with the def2-TZVPD basis set).

Geometry as ORCA input:
```
! wB97M-V def2-TZVPD RIJCOSX def2/J DEFGRID3
* xyz 0 1
C 0.959 -0.494 -0.340
C -1.692 0.418 -0.327
O -1.461 1.401 -1.059
P -0.741 -1.116 -0.801
I -3.659 -0.116 0.099
H 1.622 -1.286 -0.270
H 0.906 0.031 0.611
H 1.393 0.021 -1.188
H -0.772 1.011 1.301
H -1.996 2.198 -0.837
H -0.974 -1.553 0.578
*
```

The calculation puts the HOMO-LUMO gap (alpha / beta) at 8.06 / 8.06 eV. The LUMO energy (alpha / beta) is -0.230 / -0.231 eV.

=====

Which structure is the least stable? The one labeled 3.

=====

1 | Entry from OMol25: C28H31ClF2IrN6O7S as an isolated structure (ωB97M-V with the def2-TZVPD basis set).

Geometry as ORCA input:
```
! wB97M-V def2-TZVPD RIJCOSX def2/J DEFGRID3
* xyz 2 2
Ir -1.224 0.102 0.554
O -4.860 2.341 4.710
C -3.759 1.898 5.212
O -3.392 2.077 6.349
C -2.849 1.085 4.327
C -1.689 0.476 4.823
Cl -1.113 0.518 6.403
N -1.066 -0.123 3.783
N -1.762 0.078 2.645
C -2.840 0.803 2.956
C -3.801 1.272 1.856
O -4.873 1.738 2.209
O -3.379 1.107 0.692
C 0.100 -0.926 3.834
C 1.106 -0.748 2.888
C 2.226 -1.564 2.912
C 2.353 -2.539 3.889
C 1.356 -2.703 4.840
C 0.225 -1.905 4.818
H -5.029 2.151 3.731
H 1.016 0.036 2.145
H 3.000 -1.436 2.174
H 3.228 -3.167 3.915
H 1.455 -3.464 5.596
H -0.553 -2.045 5.551
N -2.909 -1.539 0.083
C -2.471 -2.934 0.182
C -1.030 -3.009 -0.317
N -0.243 -2.067 0.484
H -3.723 -1.370 0.671
H -3.189 -1.327 -0.873
H -3.114 -3.605 -0.396
H -2.516 -3.249 1.227
H -0.985 -2.709 -1.367
H -0.650 -4.032 -0.230
H 0.725 -1.993 0.159
H -0.215 -2.399 1.446
O 4.111 -0.723 -3.957
C 3.235 -1.627 -4.599
N 1.959 -1.486 -3.951
C 0.961 -0.785 -4.544
O 0.943 -0.511 -5.725
C -0.156 -0.312 -3.666
C -1.382 -0.069 -4.217
C -2.378 0.542 -3.441
C -2.137 0.743 -2.082
N -1.010 0.430 -1.474
C 0.156 0.139 -2.273
H 4.918 -0.647 -4.476
H 3.586 -2.661 -4.492
H 3.113 -1.375 -5.659
H 1.952 -1.692 -2.963
H -1.566 -0.338 -5.247
H -3.330 0.814 -3.865
H -2.936 1.123 -1.454
H 0.747 -0.620 -1.739
F -0.877 2.550 2.087
C -0.581 2.076 0.855
F -1.144 2.923 -0.023
H 0.515 2.168 0.741
C 4.384 0.481 -1.053
S 2.781 0.462 -0.179
O 2.153 -0.856 -0.507
C 1.922 1.705 -1.180
C 2.138 2.999 -0.783
C 1.545 4.080 -1.432
C 0.699 3.839 -2.531
C 0.478 2.585 -2.990
C 1.154 1.377 -2.413
H 4.254 0.099 -2.063
H 5.074 -0.148 -0.498
H 4.741 1.504 -1.052
H 2.769 3.174 0.080
H 1.702 5.085 -1.079
H 0.218 4.677 -3.014
H -0.150 2.420 -3.850
H 1.879 1.027 -3.175
*
```

The calculation puts the HOMO-LUMO gap (alpha / beta) at 4.79 / 4.70 eV. The LUMO energy (alpha / beta) is -8.945 / -9.032 eV.

=====

2 | Entry from OMol25: C28H31ClF2IrN6O7S as an isolated structure (ωB97M-V with the def2-TZVPD basis set).

Geometry as ORCA input:
```
! wB97M-V def2-TZVPD RIJCOSX def2/J DEFGRID3
* xyz 2 2
Ir 1.254 -0.744 0.677
O 3.480 -3.625 5.241
C 2.906 -2.503 5.647
O 2.796 -2.206 6.798
C 2.385 -1.561 4.592
C 1.811 -0.322 4.871
Cl 1.550 0.476 6.323
N 1.408 0.237 3.708
N 1.742 -0.563 2.680
C 2.292 -1.658 3.204
C 2.561 -2.746 2.230
O 3.126 -3.768 2.488
O 2.108 -2.467 0.993
C 0.781 1.508 3.487
C -0.566 1.524 3.149
C -1.169 2.745 2.883
C -0.433 3.920 2.978
C 0.907 3.886 3.346
C 1.528 2.671 3.605
H 3.451 -3.765 4.275
H -1.128 0.599 3.131
H -2.219 2.781 2.626
H -0.911 4.871 2.786
H 1.468 4.806 3.442
H 2.569 2.624 3.900
N 3.319 -0.042 0.059
C 3.318 1.442 -0.036
C 1.967 1.868 -0.572
N 0.921 1.296 0.324
H 4.053 -0.368 0.681
H 3.517 -0.457 -0.850
H 4.125 1.806 -0.672
H 3.471 1.842 0.967
H 1.820 1.472 -1.577
H 1.866 2.952 -0.611
H -0.045 1.477 -0.033
H 0.965 1.782 1.221
O -3.076 1.923 -4.441
C -1.761 2.385 -4.726
N -0.858 1.598 -3.928
C -0.265 0.494 -4.461
O -0.284 0.220 -5.638
C 0.427 -0.453 -3.502
C 1.184 -1.479 -4.045
C 1.680 -2.464 -3.201
C 1.551 -2.302 -1.839
N 0.922 -1.226 -1.319
C 0.177 -0.456 -2.133
H -3.686 2.277 -5.099
H -1.654 3.437 -4.459
H -1.504 2.231 -5.772
H -0.933 1.725 -2.929
H 1.346 -1.503 -5.115
H 2.202 -3.328 -3.587
H 1.974 -3.004 -1.135
H -0.160 0.460 -1.684
F -0.606 -1.916 2.511
C -0.524 -1.597 1.196
F -0.735 -2.725 0.495
H -1.324 -0.876 0.966
C -4.286 1.640 -1.173
S -2.936 0.873 -0.294
O -1.666 1.546 -0.811
C -3.000 -0.773 -1.006
C -3.756 -1.723 -0.338
C -3.845 -3.003 -0.870
C -3.153 -3.321 -2.031
C -2.397 -2.355 -2.682
C -2.296 -1.058 -2.180
H -4.038 1.675 -2.234
H -4.407 2.645 -0.771
H -5.182 1.051 -0.986
H -4.275 -1.476 0.581
H -4.450 -3.749 -0.375
H -3.218 -4.320 -2.441
H -1.871 -2.611 -3.595
H -2.310 -0.253 -2.912
*
```

The calculation puts the HOMO-LUMO gap (alpha / beta) at 8.59 / 5.33 eV. The LUMO energy (alpha / beta) is -5.920 / -9.180 eV.

=====

Which structure is the least stable? The one labeled 1.